Formula: C36H42N2O4P2Rh
Source: the Open Molecules 2025 dataset
Level of theory: the ωB97M-V functional and the def2-TZVPD basis

```
87
Properties=species:S:1:pos:R:3:mulliken_charge:R:1
Rh -0.445 -0.117 1.113 0.6255
C -3.436 -0.193 2.889 -1.1227
P -1.644 0.142 2.857 1.4901
C -1.073 -0.788 4.326 -1.4606
C -1.552 1.880 3.508 -0.0494
C -2.384 2.390 4.500 -0.8788
C -2.218 3.698 4.931 -0.7543
C -1.215 4.498 4.379 -0.8103
C -0.389 3.996 3.384 -0.6736
C -0.564 2.693 2.937 -0.0350
P 0.384 1.905 1.563 1.5767
C 2.098 2.020 2.194 -1.3258
C 0.411 3.184 0.260 -1.0638
H -3.855 -0.180 3.896 0.4498
H -3.587 -1.179 2.448 0.2657
H -3.951 0.534 2.261 0.2645
H -1.596 -0.513 5.243 0.4770
H -0.001 -0.636 4.440 0.3688
H -1.228 -1.848 4.113 0.3493
H -3.161 1.777 4.938 0.3265
H -2.874 4.095 5.695 0.3796
H -1.085 5.519 4.716 0.3702
H 0.377 4.630 2.954 0.3387
H 2.402 3.045 2.414 0.4580
H 2.763 1.597 1.438 0.2223
H 2.189 1.402 3.087 0.3269
H 0.597 4.192 0.636 0.4784
H -0.530 3.153 -0.284 -0.0978
H 1.205 2.912 -0.440 0.3770
C -3.365 3.900 1.128 -0.7365
O -3.256 2.595 0.623 -0.1655
C -3.501 2.564 -0.765 -0.6131
C -3.552 1.146 -1.277 -0.7730
O -2.267 0.626 -1.426 0.1172
C -2.245 -0.574 -2.159 -0.3625
H -4.371 4.309 0.954 0.3658
H -2.632 4.573 0.664 0.3118
H -3.177 3.863 2.198 0.0927
H -2.723 3.125 -1.303 0.2983
H -4.470 3.048 -0.969 0.4105
H -4.076 1.159 -2.248 0.3981
H -4.154 0.532 -0.590 0.2592
H -2.607 -0.410 -3.185 0.3880
H -2.847 -1.349 -1.672 0.3693
H -1.208 -0.897 -2.195 -0.3916
C -1.220 -1.868 0.831 -1.2058
C -1.745 -3.099 0.651 1.5906
C -1.503 -3.859 -0.548 -0.7186
C -2.060 -5.099 -0.728 -0.4138
C -2.885 -5.699 0.225 -0.7190
C -3.117 -4.990 1.402 -0.4841
C -2.577 -3.748 1.633 -0.6658
H -0.860 -3.434 -1.308 0.5166
H -1.841 -5.626 -1.652 0.3481
H -3.314 -6.678 0.064 0.3448
H -3.736 -5.429 2.179 0.3431
H -2.765 -3.254 2.577 0.2420
O 2.330 -1.340 1.508 -0.6696
C 2.295 -1.007 0.339 -0.5823
N 3.399 -1.063 -0.510 0.0057
C 2.986 -0.823 -1.874 3.8122
C 1.553 -0.276 -1.628 -2.1986
O 0.894 0.201 -2.539 -0.7429
N 1.224 -0.434 -0.340 1.5178
C 2.950 -2.117 -2.678 -0.9599
C 1.780 -2.660 -3.194 0.2104
C 1.811 -3.875 -3.865 -0.9430
C 3.006 -4.556 -4.037 -0.3440
C 4.183 -4.015 -3.535 -0.9406
C 4.149 -2.806 -2.864 0.0350
C 3.810 0.254 -2.558 -0.9134
C 4.408 1.252 -1.793 -0.4093
C 5.105 2.284 -2.399 -0.7894
C 5.210 2.334 -3.782 -0.4208
C 4.610 1.348 -4.551 -0.8979
C 3.913 0.315 -3.943 -0.2331
H 4.103 -1.746 -0.279 0.3218
H 0.847 -2.129 -3.078 0.5727
H 0.888 -4.291 -4.247 0.4428
H 3.023 -5.506 -4.556 0.3757
H 5.123 -4.534 -3.666 0.3934
H 5.073 -2.380 -2.487 0.3876
H 4.327 1.204 -0.715 0.3049
H 5.565 3.051 -1.789 0.4006
H 5.754 3.141 -4.258 0.3829
H 4.677 1.381 -5.631 0.3908
H 3.438 -0.441 -4.552 0.4708
```

Computed properties:
**Gap between HOMO and LUMO**: 4.747 eV
**Net charge**: -1
**Spin multiplicity**: 1
**Maximum force**: 1.13 eV Å⁻¹
**Energy above the lowest of the compared OMol25 structures with the same formula, charge and spin**: 0.0549 eV
**DFT total energy**: -70770.42328 eV

---

Formula: C36H42N4O2P2S6SbY
Source: the Open Molecules 2025 dataset
Level of theory: the ωB97M-V functional and the def2-TZVPD basis

```
94
Properties=species:S:1:pos:R:3:mulliken_charge:R:1
Y -1.181 1.946 0.484 0.5176
C 4.531 -1.087 -5.341 -0.6105
S 5.278 -2.074 -4.029 -0.1380
C 3.788 -2.571 -3.137 -1.0670
C 3.053 -1.421 -2.468 1.0056
C 1.769 -1.909 -1.811 -1.3170
N 0.955 -0.854 -1.206 -0.2317
P -0.083 0.230 -2.054 0.5639
C -0.429 -0.709 -3.569 0.2158
C 0.332 -0.594 -4.730 -0.1124
C 0.055 -1.400 -5.825 -0.8133
C -0.982 -2.321 -5.767 -0.5114
C -1.757 -2.427 -4.620 -0.7414
C -1.486 -1.617 -3.528 -0.2008
C 0.963 1.612 -2.626 1.1830
C 2.300 1.760 -2.272 -0.0731
C 2.998 2.906 -2.629 -1.2773
C 2.361 3.911 -3.341 -0.5999
C 1.022 3.776 -3.687 -0.6304
C 0.323 2.638 -3.323 -0.8417
P 0.941 -0.473 0.442 1.0030
C 2.696 -0.352 0.922 0.9782
C 3.285 0.912 0.909 -0.5620
C 4.645 1.058 1.148 -0.9967
C 5.424 -0.058 1.413 -0.6887
C 4.841 -1.319 1.452 -0.7780
C 3.485 -1.466 1.212 -0.5167
C 0.427 -2.012 1.273 0.2849
C 0.771 -2.235 2.605 -0.6148
C 0.251 -3.318 3.293 -0.8547
C -0.624 -4.190 2.657 -0.7399
C -0.971 -3.975 1.332 -0.6002
C -0.451 -2.888 0.644 -0.1645
H 5.325 -0.837 -6.043 0.3853
H 4.100 -0.162 -4.962 0.0983
H 3.769 -1.664 -5.866 0.1830
H 4.128 -3.295 -2.392 0.4141
H 3.128 -3.102 -3.829 0.3801
H 2.798 -0.664 -3.212 -0.4855
H 3.708 -0.947 -1.734 -0.0482
H 1.991 -2.647 -1.036 0.5103
H 1.162 -2.424 -2.563 0.7007
H 1.134 0.133 -4.780 0.2983
H 0.647 -1.305 -6.727 0.4363
H -1.197 -2.947 -6.624 0.3921
H -2.579 -3.130 -4.582 0.4339
H -2.104 -1.675 -2.638 0.4953
H 2.802 0.985 -1.706 0.4784
H 4.037 3.012 -2.345 0.4673
H 2.902 4.809 -3.612 0.4008
H 0.511 4.573 -4.211 0.4218
H -0.737 2.563 -3.543 0.3204
H 2.678 1.787 0.714 0.5953
H 5.091 2.044 1.134 0.5104
H 6.484 0.053 1.599 0.4154
H 5.446 -2.190 1.672 0.4441
H 3.036 -2.451 1.262 0.3651
H 1.464 -1.562 3.102 0.6424
H 0.527 -3.486 4.327 0.4288
H -1.036 -5.033 3.196 0.3954
H -1.655 -4.650 0.835 0.4430
H -0.743 -2.708 -0.384 0.2137
S -0.705 4.443 -0.340 -0.5133
Sb -2.772 4.860 0.729 0.3077
S -2.976 1.839 -1.497 -0.2560
S -2.498 3.286 2.510 -0.6097
S -4.195 3.313 -0.671 -0.3675
C -6.624 2.608 1.708 -1.4869
C -5.834 1.580 2.440 1.2495
C -6.146 1.122 3.692 -0.9896
C -5.275 0.201 4.288 0.8740
N -4.179 -0.239 3.691 -0.4432
C -3.885 0.212 2.463 -0.0936
S -2.498 -0.354 1.655 -0.0999
N -4.727 1.088 1.852 0.4874
C -5.565 -0.347 5.651 -1.2860
H -7.611 2.707 2.156 0.4153
H -6.714 2.366 0.651 0.3818
H -6.103 3.566 1.774 0.2243
H -7.027 1.481 4.203 0.3984
H -4.442 1.500 0.956 -0.2949
H -6.042 0.399 6.287 0.3902
H -4.646 -0.702 6.110 0.3399
H -6.248 -1.195 5.560 0.2730
N 0.066 0.965 5.673 -0.7463
C -0.476 1.211 4.338 0.4735
C 0.584 1.833 3.459 0.2124
O 1.658 2.248 4.093 -0.5306
O 0.498 1.942 2.246 -0.2216
H -0.592 1.222 6.395 0.2466
H 1.499 2.001 5.037 0.4615
H 0.302 -0.009 5.805 0.1992
H -1.278 1.952 4.376 0.2823
H -0.894 0.336 3.833 -0.0838
```

Computed properties:
**Gap between HOMO and LUMO**: 6.799 eV
**Net charge**: 0
**Spin multiplicity**: 1
**Maximum force**: 0.41 eV Å⁻¹
**Energy above the lowest of the compared OMol25 structures with the same formula, charge and spin**: 0.0000 eV
**DFT total energy**: -139247.56839 eV

---

Formula: C36H42O3S3SbW
Source: the Open Molecules 2025 dataset
Level of theory: the ωB97M-V functional and the def2-TZVPD basis

```
86
Properties=species:S:1:pos:R:3:lowdin_spin:R:1
W 0.482 -0.727 -0.818 1.6612
C 0.265 -3.218 1.486 0.0137
C -0.416 -3.904 0.315 0.0098
S -0.878 -2.763 -1.035 0.0426
C -0.119 -3.535 -2.493 0.0146
C 1.399 -3.627 -2.474 0.0099
S 2.282 -2.073 -2.069 -0.0053
C 3.500 -2.658 -0.884 -0.0008
C 2.866 -3.225 0.365 -0.0009
S 1.590 -2.089 0.999 0.0125
H -0.424 -2.603 2.066 0.0009
H 0.694 -3.953 2.170 -0.0001
H 0.208 -4.681 -0.124 0.0007
H -1.340 -4.374 0.650 -0.0002
H -0.552 -4.533 -2.575 -0.0002
H -0.487 -2.948 -3.332 0.0000
H 1.744 -4.387 -1.776 0.0008
H 1.744 -3.921 -3.466 -0.0005
H 4.140 -3.395 -1.372 -0.0007
H 4.114 -1.783 -0.664 -0.0001
H 2.403 -4.196 0.199 0.0000
H 3.602 -3.338 1.160 -0.0004
C -2.473 -0.947 -8.073 0.0003
O -1.481 -1.157 -7.038 0.0067
C -1.636 -0.602 -5.857 0.0083
C -2.711 0.254 -5.518 0.0075
C -2.745 0.802 -4.269 0.0051
C -1.759 0.504 -3.293 0.0077
C -1.764 1.113 -2.029 0.0086
C -2.625 2.289 -1.716 0.0002
O -1.025 0.696 -1.057 0.0394
C -0.702 -0.359 -3.659 0.0046
O 0.310 -0.612 -2.804 0.0961
C -0.628 -0.889 -4.921 0.0152
H -2.172 -1.592 -8.889 0.0000
H -2.457 0.094 -8.391 0.0002
H -3.459 -1.235 -7.714 0.0002
H -3.477 0.495 -6.238 0.0002
H -3.559 1.468 -4.016 0.0001
H -2.767 2.927 -2.584 0.0000
H -2.189 2.859 -0.900 0.0002
H -3.605 1.937 -1.379 0.0007
H 0.222 -1.484 -5.230 0.0006
C -2.053 0.726 4.553 -0.0002
C -0.727 0.019 4.662 -0.0020
C -0.430 -0.584 5.888 -0.0001
C 0.769 -1.228 6.133 -0.0021
C 1.744 -1.265 5.147 0.0003
C 1.481 -0.691 3.917 -0.0016
C 0.252 -0.071 3.657 -0.0077
Sb 0.013 0.652 1.677 -0.0156
C 1.925 1.348 1.034 0.0264
C 2.120 1.113 -0.354 0.0175
C 3.383 1.183 -0.942 0.0157
C 4.475 1.455 -0.135 0.0011
C 4.279 1.729 1.210 0.0165
C 3.017 1.688 1.827 0.0027
C 2.924 2.089 3.275 -0.0007
C -1.510 2.083 1.568 -0.0071
C -2.792 1.545 1.450 -0.0014
C -3.896 2.380 1.446 0.0000
C -3.705 3.752 1.545 -0.0005
C -2.424 4.276 1.641 -0.0003
C -1.291 3.460 1.657 -0.0016
C 0.071 4.088 1.795 -0.0001
H -2.445 0.915 5.550 0.0000
H -2.795 0.121 4.026 0.0000
H -1.979 1.685 4.047 0.0000
H -1.169 -0.522 6.677 0.0000
H 0.952 -1.674 7.101 -0.0001
H 2.708 -1.718 5.341 0.0000
H 2.270 -0.674 3.181 0.0005
H 1.285 1.281 -1.058 0.0007
H 3.495 1.082 -2.015 0.0005
H 5.468 1.521 -0.561 -0.0002
H 5.134 2.010 1.814 0.0008
H 3.453 3.031 3.422 -0.0001
H 3.390 1.352 3.930 -0.0002
H 1.897 2.225 3.608 -0.0001
H -2.943 0.473 1.379 -0.0004
H -4.893 1.966 1.376 0.0000
H -4.557 4.419 1.554 0.0000
H -2.292 5.348 1.720 -0.0001
H -0.010 5.172 1.823 0.0000
H 0.727 3.829 0.963 0.0002
H 0.564 3.779 2.720 -0.0001
```

Computed properties:
**Gap between HOMO and LUMO (spin up / spin down)**: 7.488 / 6.402 eV
**Net charge**: +3
**Spin multiplicity**: 3
**Maximum force**: 0.90 eV Å⁻¹
**DFT total energy**: -85000.23869 eV